Entry 1:
C27H18BiBr2N4O5 | ωB97M-V/def2-TZVPD

Last column: Mulliken charge in e.
Positions of all 57 atoms, in Å:
C 2.28927 -0.61421 2.73859  0.292
H -1.58249 -3.35629 -5.49195  0.464
C -0.81977 -3.66173 -3.50882  -0.473
N 3.57005 2.40501 0.53509  0.158
H -6.03213 4.57307 0.12776  0.397
C -3.87277 1.99265 0.47240  -0.427
H -2.41589 -2.90736 2.62215  0.444
H 3.70460 -2.22305 5.38101  0.435
C -1.47051 1.88378 -0.00446  0.603
C 1.76354 -2.65677 4.63485  -0.133
O 1.25095 0.79933 -2.77144  -0.460
O 1.32419 0.62477 -4.94958  -0.445
H 1.14309 0.00929 -5.66653  0.307
H -0.54414 -1.12773 -5.70928  0.361
H 1.27951 3.28906 -1.45959  0.462
C -1.01165 -1.54651 1.72116  -0.093
N 2.45061 2.14774 -0.15895  -0.112
H 3.12949 5.25474 -0.93135  0.397
N 0.43175 -1.85477 -2.57672  -0.052
C 2.94743 -1.97539 4.65012  -0.405
C -2.70238 2.61849 0.03617  0.712
C 0.76252 -2.33870 3.69037  1.061
N 0.18588 -1.00958 1.75467  -0.101
C -3.93714 4.65301 -0.32445  -0.491
H 3.88438 1.72625 1.21774  0.258
C -1.41384 -2.50383 2.66420  -1.126
O 2.48811 0.34046 1.85328  -0.905
O 0.91278 -3.34438 -0.33839  -0.481
C 3.98308 3.66259 0.33183  -0.027
H -3.96657 5.69124 -0.62996  0.390
Bi 1.36409 0.06077 -0.07379  1.782
C -0.52461 -2.91410 3.62261  -0.674
H -3.83576 0.95796 0.78596  0.385
C -5.06433 2.69656 0.50349  -0.495
C -0.99881 -2.94612 -4.67938  -0.612
C 0.98871 0.15187 -3.75159  0.459
C -0.41427 -1.69738 -4.79764  -0.771
C -5.09934 4.02582 0.10353  -0.488
C 3.19736 -0.95094 3.72259  0.035
H -1.83103 4.43861 -0.69094  0.412
Br 1.48256 -4.05317 5.88342  -0.202
Br 4.81896 0.00973 3.79876  -0.175
O -0.39843 -4.97775 -1.13550  -0.454
C 3.09903 4.24800 -0.55144  -0.927
C -2.74108 3.95656 -0.36029  -0.488
H -5.97029 2.21061 0.84299  0.394
C 0.20646 -3.79245 -1.20069  0.173
C -0.08787 -3.07219 -2.48618  0.415
H 4.85932 4.05712 0.82010  0.442
H -1.66987 -1.21210 0.92516  0.507
C 0.30144 -1.19332 -3.71594  0.708
H -0.15412 -5.41532 -0.30918  0.380
H -0.80515 -3.66980 4.34420  0.364
C 1.06065 -1.34267 2.73477  0.038
H -1.23449 -4.65187 -3.38603  0.499
C -0.42972 1.26454 -0.03733  -1.291
C 2.14867 3.25982 -0.82159  -0.422

Cartesian forces, eV/Å:
0.17 -0.07 0.27
0.02 -0.01 -0.01
-0.03 -0.06 0.00
0.12 0.14 0.00
0.00 0.00 0.00
0.05 0.06 -0.03
0.02 -0.01 -0.01
0.00 0.02 -0.01
0.07 -0.04 -0.03
0.10 -0.11 0.19
-0.06 -0.17 0.17
0.03 0.21 0.02
-0.02 -0.15 -0.05
-0.02 0.00 0.02
0.05 -0.03 0.03
0.12 -0.03 0.00
-0.01 0.13 0.04
0.00 -0.06 0.00
0.15 0.07 0.17
-0.07 -0.09 0.05
-0.04 -0.02 0.01
-0.04 0.14 -0.15
-0.07 -0.15 -0.06
-0.03 0.06 -0.01
-0.07 -0.06 0.05
-0.02 0.00 0.04
-0.27 -0.15 -0.38
-0.05 0.06 0.11
-0.05 -0.01 -0.06
0.02 -0.03 0.00
0.25 -0.12 0.15
-0.05 0.00 -0.05
-0.01 -0.01 0.01
-0.05 0.00 0.01
-0.04 -0.01 -0.04
0.01 0.05 -0.13
0.05 0.08 -0.02
0.04 -0.03 0.01
-0.04 0.18 -0.25
0.00 0.01 -0.01
0.00 0.10 -0.04
-0.01 -0.06 0.02
-0.15 -0.11 -0.22
-0.07 0.05 0.00
0.00 -0.06 0.01
0.03 0.00 -0.01
0.10 0.19 0.18
-0.04 0.01 -0.12
-0.04 -0.07 0.01
0.01 -0.03 0.03
-0.10 0.00 -0.05
0.09 0.01 0.15
0.02 0.01 0.00
-0.01 -0.09 0.04
0.02 0.03 0.02
-0.23 0.17 0.00
0.15 0.02 -0.09

Output
multiplicity: 1
LUMO energy: -3.2 eV
max |F|: 0.010 hartree/bohr
net charge: +1


Entry 2:
C27H19AuN4O4P | ωB97M-V/def2-TZVPD

Last column: Mulliken charge in e.
Positions of all 56 atoms, in Å:
C -2.07966 1.24290 2.09932  -0.452
C 0.23965 -1.68102 -3.16920  0.529
O 0.85205 -1.67520 -4.20813  -0.625
H 2.11562 -4.58579 0.91922  0.537
H -1.81814 5.51051 -2.96450  0.428
P -0.42095 0.89721 -0.03464  1.109
H -2.72264 1.49174 -1.80471  0.333
C 3.57380 0.01477 -0.04647  -0.902
C -3.79030 -4.44580 2.38075  0.466
C -2.44406 1.68297 3.35672  -0.853
H 0.52300 2.96059 4.36277  0.462
H 2.86232 -5.19451 -1.38663  0.472
H -3.45642 1.54638 3.70519  0.456
C -1.50368 2.29414 4.17219  -0.499
H 2.07507 0.15131 1.47927  0.457
C 3.85473 0.13397 -1.40045  -0.590
C -0.92052 2.33851 -1.00875  0.585
C 1.74303 -4.06559 0.05002  -0.879
C -1.57472 4.62082 -2.40573  -0.514
C -0.20326 2.47706 3.72727  -0.823
C -3.15430 -2.47249 1.26031  0.724
N -3.39486 -3.23779 2.19225  -0.515
C -2.40945 3.51591 -2.45824  -0.799
C 0.83377 -3.02612 0.20518  0.484
C 0.76507 -2.65656 -2.06824  0.499
H 3.07073 0.58534 -3.34800  0.468
C 1.58938 0.78332 -1.82746  -0.996
H 0.81289 1.08358 -2.51827  0.423
H 1.18574 2.19742 2.11913  0.426
H -1.78575 2.63192 5.15702  0.424
C 0.41051 -2.44002 1.50803  -0.030
H -3.30812 3.55091 -3.05245  0.449
H 2.02577 -3.82442 -3.33982  0.570
C 1.69885 -3.65631 -2.32547  -0.716
H 0.28853 -2.82476 3.37288  0.416
C 1.30562 0.67040 -0.46091  0.961
H 4.85325 -0.06305 -1.75810  0.465
C 0.17609 2.03939 2.46999  -0.430
C 2.15869 -4.38808 -1.23854  -0.417
C -0.76829 1.41682 1.66008  1.235
C 2.85951 0.50982 -2.29277  -0.698
C 2.29894 0.26487 0.42879  -0.496
H -2.79707 0.74987 1.45784  0.394
H 0.23307 5.44995 -1.59817  0.446
N -2.93218 -1.59670 0.50043  -0.678
O 0.58667 -3.23423 2.54110  -0.501
Au -1.64511 -1.08740 -0.88059  0.586
C -0.41613 4.58974 -1.64358  -0.810
O -0.03807 -1.31721 1.57596  -0.113
H 4.35333 -0.26609 0.64618  0.486
N -4.05557 -5.54174 2.61751  -0.433
C -0.08068 3.44977 -0.94300  -0.243
N 0.36076 -2.39092 -0.85820  -0.025
O -0.72418 -0.95388 -2.81433  -0.682
H 0.82489 3.40703 -0.35263  0.334
C -2.08723 2.36673 -1.75739  0.095

Cartesian forces, eV/Å:
0.09 -0.02 -0.10
2.40 -2.48 0.90
-0.33 0.40 -0.46
0.06 -0.08 0.00
-0.07 0.08 -0.06
0.21 0.66 -0.11
-0.07 0.00 -0.05
-0.03 0.08 0.21
-0.16 -1.69 0.02
-0.03 0.02 0.01
0.06 0.05 0.03
0.04 -0.03 0.00
-0.08 -0.02 0.00
0.05 0.00 -0.03
0.00 -0.05 0.04
-0.11 0.02 -0.04
-0.31 -0.61 -0.23
-0.31 0.27 0.31
-0.03 -0.07 0.01
0.00 0.04 0.02
0.18 -0.84 1.04
0.38 2.01 -0.14
-0.07 0.13 -0.07
0.71 -0.70 -0.33
0.14 0.22 -1.06
0.00 0.01 -0.09
-0.05 0.15 -0.06
0.03 -0.04 -0.06
0.07 0.01 0.03
-0.02 0.04 0.10
-0.12 0.16 -0.16
-0.11 -0.03 -0.07
0.05 -0.06 -0.03
-0.07 -0.04 0.34
0.02 0.10 -0.29
-0.56 -0.38 0.00
0.10 -0.05 -0.06
0.15 -0.11 -0.22
0.03 0.06 -0.31
-0.36 -0.67 -0.22
0.10 0.02 -0.01
-0.01 -0.08 0.14
-0.11 -0.02 0.06
0.05 0.10 -0.01
-0.22 1.30 -0.82
0.14 -0.46 0.37
1.01 0.66 -1.25
0.04 0.04 0.05
-0.02 -0.11 0.42
0.05 -0.03 0.03
-0.22 -0.18 0.06
0.06 -0.17 0.10
-0.37 0.25 0.75
-2.53 2.09 1.26
0.06 0.10 -0.02
0.09 -0.08 0.03

Output
multiplicity: 1
LUMO energy: -6.7 eV
max |F|: 0.069 hartree/bohr
net charge: +1


Entry 3:
C27H19BrGaN6O2S2Te | ωB97M-V/def2-TZVPD

Last column: Mulliken charge in e.
Positions of all 59 atoms, in Å:
S 8.01058 12.88610 8.18866  -0.079
H 8.40059 12.24744 4.62192  0.394
N 20.29472 18.66408 10.70785  -0.457
C 13.26486 9.82836 10.10727  -0.251
H 6.60046 14.12265 5.13493  0.413
N 14.76786 12.58080 7.08062  0.227
C 13.52011 9.02467 11.20539  -0.807
C 11.90089 14.69060 7.52927  0.454
C 8.12515 12.64352 5.61762  -0.312
H 17.70899 13.37472 5.81133  0.404
C 19.71009 17.78200 10.16105  -0.071
Br 11.91804 12.98852 3.83628  -0.064
C 15.70880 12.49303 6.02878  -0.858
H 12.64572 10.19341 5.06178  -0.059
C 18.73909 14.81337 8.07037  -0.354
N 12.00150 13.80113 6.48418  0.071
O 12.38776 14.77058 9.91878  -0.645
H 17.13281 17.66487 10.22753  0.375
C 15.30428 13.39602 8.00575  -0.477
H 14.42033 7.23047 11.95938  0.367
C 17.36034 14.79827 8.29493  1.116
Te 10.09642 10.56551 6.86713  0.071
C 16.78016 13.24127 6.33411  -0.320
C 14.15694 8.08214 8.68958  0.823
C 18.96787 16.75293 9.50592  0.648
C 14.17365 7.80526 11.05753  -0.453
H 11.38523 16.62801 8.15655  0.648
H 14.78661 13.69257 8.90294  0.782
C 12.29512 14.10240 8.89926  0.067
O 12.46236 12.77977 8.89713  -0.159
Ga 12.65823 11.95014 7.16949  0.544
H 10.84612 17.44502 5.85441  0.448
H 13.17652 9.36897 12.19656  0.381
N 13.10785 9.29439 5.30752  -0.266
C 7.06900 13.92850 7.23960  -0.456
C 13.57233 9.38736 8.81755  -0.517
C 11.50378 15.97336 7.34865  -0.671
H 15.61622 15.81252 9.20309  0.332
C 19.57819 15.72633 8.75443  -0.871
C 14.48765 7.30233 9.79424  -0.554
H 12.76792 10.76234 10.34202  0.437
C 11.77596 14.22579 5.25327  0.313
H 14.99939 6.32291 9.69319  0.355
C 16.72729 15.82734 9.06068  -0.245
H 11.30086 15.97229 3.95025  0.434
H 13.12411 8.50278 4.68589  0.234
C 11.21302 16.42296 6.02726  -0.429
N 13.24561 9.90658 7.56742  0.198
C 11.44860 15.58518 4.95180  -0.650
H 19.18820 14.02844 7.41336  0.281
N 16.51788 13.86374 7.60079  0.202
C 8.71764 12.12498 6.78392  0.021
S 14.28316 7.61393 7.02862  -0.283
H 6.39188 14.62350 7.70801  0.423
H 20.69008 15.65919 8.75155  0.399
C 13.49447 9.05694 6.57028  0.540
H 15.53919 11.89060 5.13785  0.498
C 7.23367 13.67693 5.88326  -0.581
C 17.52526 16.79545 9.65006  -1.009

Cartesian forces, eV/Å:
0.78 -0.26 -0.68
-0.31 0.39 0.71
-2.28 -3.47 -2.15
-0.41 0.54 0.01
0.09 0.30 -0.12
0.20 0.40 -0.28
0.15 -0.02 0.16
0.57 -1.30 0.09
1.69 -1.20 0.61
-0.02 0.19 -0.01
2.55 3.46 2.17
0.13 0.04 0.17
-0.98 -0.24 0.71
0.23 -1.39 0.17
0.49 -0.78 0.24
0.24 1.10 0.01
-0.03 -0.26 -1.75
0.07 -1.03 -0.54
0.07 -0.21 -1.45
-0.13 0.14 -0.53
-0.15 1.44 -0.03
1.21 0.78 0.03
0.09 0.89 1.47
-0.27 0.77 0.92
-1.63 -1.02 -0.42
0.13 -0.51 0.34
-0.06 0.68 1.18
0.21 -0.06 0.16
-0.45 -0.70 1.28
0.35 0.86 -0.93
-1.23 -0.96 1.38
0.30 -0.54 0.14
0.42 -0.24 -0.65
0.25 0.72 -0.26
0.05 -0.28 -0.92
0.58 -2.04 0.25
-0.56 0.18 -2.03
1.21 0.19 -0.19
-0.45 0.42 0.23
0.37 -0.19 0.24
0.00 0.12 -0.62
-0.10 1.24 -0.21
-0.52 0.79 0.00
-0.02 -0.71 0.00
0.05 -0.50 -0.01
-0.17 0.38 -0.35
0.47 -0.18 0.54
0.36 0.81 -0.79
-0.36 -0.78 0.85
-0.36 0.78 0.79
-0.35 -1.40 -1.04
-0.89 0.61 -0.68
0.09 -0.44 -0.13
-0.03 0.04 -0.05
-1.11 0.02 -0.35
-0.67 1.25 0.95
0.01 0.20 0.41
-1.09 0.47 0.94
1.24 0.52 0.05

Output
multiplicity: 1
LUMO energy: -3.5 eV
max |F|: 0.094 hartree/bohr
net charge: +1


Entry 4:
C27H19F3O2S | ωB97M-V/def2-TZVPD

Last column: Mulliken charge in e.
Positions of all 52 atoms, in Å:
F -1.03477 4.16341 0.68625  -0.241
C -0.55809 -2.28771 -3.77503  -0.721
C -1.87166 3.27017 0.10719  0.681
C 0.47237 -1.12307 1.22704  0.688
C -3.87740 -0.77636 -1.03947  -0.559
C 1.85616 -1.29673 1.08267  -0.563
C -0.10364 -1.58693 2.41534  -0.419
H 2.34391 -1.06536 0.13578  0.143
H -5.73616 -0.52538 0.01163  0.411
H -2.64253 -1.65861 -3.59638  0.397
H 3.74761 -1.69955 2.03390  0.407
C 2.28110 1.52311 1.18095  -0.089
C -2.63941 -0.13600 1.41142  0.243
C 0.67189 -2.36166 -3.11715  -1.119
S -0.86163 2.23739 -1.11725  1.208
C -4.04139 -0.21076 1.31085  -1.131
C 4.30683 1.92421 -0.03995  -0.484
C 2.20827 1.66320 -1.22190  0.245
H 2.70857 -2.27480 4.23568  0.385
H 1.51097 -2.88404 -3.57525  0.422
O -1.80356 1.56487 -1.98061  -0.550
C 3.66431 1.69745 1.17569  -0.888
C 2.07857 -2.00029 3.38876  -0.724
H -1.18536 -1.65987 2.50677  0.752
C -2.49125 -0.73743 -0.91604  0.101
C -1.65095 -1.69246 -3.13712  -1.219
C -0.19539 -1.07811 -1.26519  0.459
C -0.32329 -0.39532 0.11728  3.768
H 4.21777 1.65305 2.12015  0.445
C 0.84746 -1.77152 -1.85284  -0.194
H 1.68777 1.55639 -2.17179  0.478
H 0.21372 -2.22320 4.44995  0.420
H -4.30344 -0.99690 -2.01529  0.420
H -0.67650 -2.73680 -4.75958  0.396
H -2.15779 0.12314 2.36019  0.693
C 1.54861 1.43915 -0.01731  -0.071
F -2.43820 2.54266 1.10841  -0.148
H 1.79923 -1.91287 -1.35133  0.336
H 4.02962 2.25693 -2.17226  0.404
C -4.65117 -0.49958 0.08835  -0.878
H -4.64689 0.00104 2.19597  0.389
H 5.37570 2.12992 -0.05317  0.403
C 2.66004 -1.69558 2.15568  -0.977
H 1.75591 1.35852 2.12469  0.355
C 3.56982 1.97999 -1.22426  -1.020
F -2.84291 3.91255 -0.54758  -0.225
C 0.06500 1.06913 0.07987  -1.668
C 0.68811 -1.97238 3.50138  -0.857
H -0.32038 1.54664 0.99508  1.205
O 0.07370 3.19003 -1.67292  -0.655
C -1.86424 -0.40894 0.29519  -0.970
C -1.46501 -1.13476 -1.88245  0.117

Cartesian forces, eV/Å:
-0.68 -0.58 -0.44
0.08 0.05 0.20
-0.15 0.34 0.82
0.19 -0.20 -0.10
0.50 0.20 0.16
0.32 0.11 0.26
-0.03 0.15 0.15
-0.11 0.19 0.54
0.19 0.01 0.08
0.37 -0.17 0.09
-0.42 -0.17 0.02
-0.16 -0.09 -0.12
-0.20 -0.02 0.09
-0.23 0.20 0.13
0.16 -0.34 -0.64
0.35 0.24 0.03
-0.01 0.45 -0.07
0.37 -0.40 -0.07
-0.23 0.09 -0.19
-0.23 0.10 0.09
0.56 0.85 0.56
-0.38 0.01 -0.03
-0.01 0.10 -0.27
0.35 0.19 0.06
-0.12 -0.23 0.39
0.16 0.08 -0.09
-0.68 -0.41 -0.07
-0.98 -1.59 -0.32
-0.19 0.11 -0.44
0.27 0.02 -0.45
0.14 0.17 0.27
0.07 -0.09 -0.29
-0.17 -0.01 0.28
0.03 0.10 0.20
-0.39 0.02 -0.34
0.08 -0.07 0.42
0.49 0.68 -1.01
-0.19 0.12 -0.27
0.07 -0.23 0.27
0.10 -0.09 -0.03
0.17 -0.11 -0.34
-0.19 -0.09 -0.04
-0.26 -0.01 -0.05
0.18 0.08 -0.21
-0.19 -0.29 0.10
0.66 -0.34 0.29
0.71 2.46 0.07
0.17 -0.05 -0.16
0.31 -0.39 0.10
-0.96 -0.40 0.48
-0.16 -0.45 -0.17
0.28 -0.28 0.06

Output
multiplicity: 1
SMILES: O=S(=O)([C@H](c1ccccc1)C1(c2ccccc2)c2ccccc2-c2ccccc21)C(F)(F)F
LUMO energy: 0.6 eV
max |F|: 0.050 hartree/bohr


- Which value of LUMO energy does entry 4 give?
  0.6 eV